The following is a quantum chemistry calculation of 5 unconnected molecules or ions with the total composition C4H16O4, from the Open Molecules 2025 dataset.

Values from the calculation:
Multiplicity: 2
Max |F|, eV/Å: 5.698
<S²>: 0.753
Charge: +1
ΔE to the lowest compared entry with this formula, charge and spin, kcal per mole: 37.18
Highest occupied orbital energy (spin up / spin down), eV: -12.978 / -12.978
LUMO energy (spin up / spin down), eV: -5.0 / -9.0
HOMO-LUMO gap (spin up / spin down), eV: 8.0 / 4.0

Positions of all 24 atoms, in Å:
1 C -1.440 -1.531 1.856
2 C -1.672 -1.693 3.375
3 C -0.839 -2.412 4.141
4 C -2.818 -1.079 4.003
5 H -2.078 -2.331 1.317
6 H -0.407 -1.666 1.639
7 H -1.609 -0.617 1.360
8 H -1.015 -2.743 5.131
9 H 0.187 -2.781 3.709
10 H -3.550 -0.509 3.456
11 H -2.477 -0.361 4.808
12 H -3.469 -1.867 4.527
13 H 1.147 -0.999 -5.147
14 H 2.063 0.111 -5.537
15 O 1.141 -0.256 -5.645
16 H 1.093 3.458 -3.705
17 H -0.265 2.840 -3.321
18 O 0.371 3.495 -3.042
19 H 1.892 2.240 -6.309
20 H 2.230 3.265 -5.293
21 O 2.296 2.340 -5.487
22 H 3.490 1.379 1.931
23 H 2.395 0.744 1.127
24 O 3.335 0.974 1.104

***

The following is a quantum chemistry calculation of C5H10O2 in the gas phase, from the Open Molecules 2025 dataset.

Values from the calculation:
Max |F|, eV/Å: 0.362
SMILES: C[C@@H](O)[C@H]1CCO1
ΔE to the lowest compared entry with this formula, charge and spin, kcal per mole: 46.47
Highest occupied orbital energy, eV: -9.766
LUMO energy, eV: 1.0
HOMO-LUMO gap, eV: 10.8

Positions of all 17 atoms, in Å:
1 C -0.140 1.637 1.441
2 C 0.758 0.769 0.562
3 O 1.320 -0.298 1.308
4 C -0.030 0.257 -0.640
5 C 0.416 -1.043 -1.329
6 C -1.011 -1.515 -1.025
7 O -1.267 -0.357 -0.215
8 H 0.418 2.007 2.306
9 H -0.542 2.490 0.884
10 H -0.988 1.041 1.796
11 H 1.615 1.351 0.201
12 H 0.587 -0.888 1.533
13 H -0.222 1.087 -1.336
14 H 0.701 -0.977 -2.380
15 H 1.186 -1.569 -0.760
16 H -1.127 -2.439 -0.448
17 H -1.676 -1.551 -1.897